Formula: C18H28Cl2O8
Source: OMol25
Level of theory: ωB97M-V/def2-TZVPD

```
56
Properties=species:S:1:pos:R:3:forces:R:3:mulliken_charge:R:1
H 20.646660 -3.406040 2.218880 0.0 0.1 0.6 0.2332
C 22.063120 -5.788760 0.283830 1.8 1.9 4.8 -0.8691
C 23.382970 -2.813730 2.963390 1.2 0.5 4.3 -0.3572
C 23.495490 -9.251820 -1.622390 -0.5 -1.5 -0.2 -1.0206
H 24.259180 -10.793680 -2.936920 -0.8 -0.4 -0.4 0.3088
H 24.967770 -9.328150 -3.300260 0.0 0.6 0.2 0.2773
C 20.733600 -0.558310 -0.266580 1.8 0.3 -0.9 -0.3535
C 18.207580 -7.570380 -2.487040 1.3 0.5 0.8 -0.6570
H 23.777400 -4.524960 -0.447300 -0.2 -0.6 -0.6 0.3269
H 20.525230 -1.621230 -2.150210 -0.4 0.4 -0.1 0.4043
C 22.334810 -1.966430 2.410450 -0.6 0.5 2.4 -1.2856
C 19.716750 -7.844710 -2.253110 -1.5 0.0 1.6 -0.3131
C 22.017320 -8.581290 -3.438650 2.4 -0.8 1.1 0.5044
O 23.959730 -1.572330 0.544990 2.6 3.7 -0.9 -0.5517
H 20.141680 -8.787060 -2.598810 -1.4 1.0 -0.8 0.8721
C 22.686540 -3.220220 4.266430 1.4 -1.9 2.5 0.4159
C 21.232410 -0.980160 -1.623870 0.0 -2.3 -1.1 -0.7294
Cl 22.419630 -3.188210 0.770250 -3.2 -14.7 -3.3 0.1548
H 20.108730 -1.316030 0.206190 -0.3 0.5 0.1 0.2177
O 21.226070 -8.000370 -4.107060 1.2 -0.4 -1.7 -0.5249
O 16.796700 -6.239190 -0.860400 5.2 -3.7 -1.3 -0.6218
C 22.700110 -4.533760 -0.281540 -1.9 -1.8 -1.4 -0.7005
H 20.273240 -6.921070 -2.412150 0.1 -0.2 -0.9 0.1998
H 17.647400 -8.476220 -2.718880 -0.2 0.3 -0.1 0.3153
H 19.653890 -9.021340 -0.477670 -0.4 -0.4 0.3 0.1947
H 20.367820 0.445900 -0.480770 -0.6 -0.1 1.3 0.3724
C 17.825620 -6.960740 -1.144850 -3.7 3.3 2.4 0.4209
H 22.459720 -5.825720 1.298440 0.5 -0.5 0.5 0.4258
C 22.195940 -8.540980 -1.908090 -0.1 -9.2 -7.5 -0.4587
H 24.201900 -8.695640 -1.006150 0.1 -0.2 -0.4 0.4593
H 24.138200 -2.099360 3.291120 0.8 -0.7 -0.1 0.3475
H 21.021770 -5.698120 0.592800 -0.5 0.1 -1.1 0.5218
H 22.357490 -2.905550 -1.037810 -0.7 1.7 -2.4 -0.2759
C 22.468920 -1.865670 -1.344950 0.4 2.0 -1.3 -0.1574
O 21.360790 -3.049380 4.235780 -1.5 0.8 -2.2 -0.3711
H 20.757420 -7.665750 -0.334350 -1.9 -0.7 -0.1 0.3140
O 18.874730 -7.165130 -0.212810 -4.5 2.2 -0.1 -0.3484
H 22.152650 -7.470980 -1.704810 -2.6 -0.8 -11.3 0.2861
H 21.457830 -0.122450 -2.257600 0.2 -0.1 0.1 0.3264
H 23.204400 -1.849240 -2.149250 0.2 0.4 0.1 0.4916
C 24.004300 -9.735420 -2.993750 1.7 0.1 1.5 -0.5765
O 21.983190 -0.476870 0.501760 -0.2 0.9 -1.1 -0.3437
H 22.410220 -2.031490 1.325010 -0.8 6.2 5.1 0.6018
C 21.011060 -2.590670 2.843770 0.9 1.8 1.6 -0.5211
C 22.955680 -1.285090 -0.046450 1.1 2.4 -2.4 0.7869
O 23.175090 -3.713840 5.273740 -0.2 0.9 -1.6 -0.6424
O 23.059940 -9.371950 -3.917600 -1.9 0.6 -2.2 -0.4242
H 20.385210 -1.702310 2.758780 -1.1 -0.5 1.1 0.3311
H 21.298250 -9.022730 -1.520580 1.2 -0.2 0.2 0.6988
H 22.023320 -4.341890 -1.114150 1.0 -0.3 -1.0 0.3935
H 23.796720 -3.710420 2.502020 0.0 0.5 0.0 0.3702
H 22.575230 -0.952370 2.729800 -0.9 0.1 0.0 0.5955
C 19.800600 -7.977070 -0.753500 0.5 -1.9 0.1 -0.5691
H 23.134120 -10.122730 -1.075560 0.7 -0.2 0.4 0.3036
Cl 22.394480 -7.237490 -0.607570 4.9 10.8 15.8 -0.0460
H 18.071950 -6.747730 -3.189140 -0.3 -0.5 -0.3 0.2464
```
Positions in Å, forces in eV/Å.

For the largest force on an atom, the calculation gives 0.385 hartree/bohr. The value obtained for the lowest unoccupied orbital energy is 0.0037 hartree. The HOMO energy is -8.23 eV. Its charge is 0. The molecular weight comes out at 443.3 g mol⁻¹. The HOMO-LUMO gap comes out at 8.33 eV.


Formula: C7H11N
Source: OMol25
Level of theory: ωB97M-V/def2-TZVPD

```
19
Properties=species:S:1:pos:R:3:forces:R:3:mulliken_charge:R:1
N -0.639578 -0.552829 0.561327 1.5 -4.9 0.5 -0.2135
H -0.611646 -2.470113 1.421646 -0.6 -0.2 0.7 0.2535
C -0.422252 1.803082 0.868494 -0.1 1.2 1.0 -1.2766
C -0.190677 0.621511 -1.493885 -2.4 -1.5 0.9 -0.7697
H -1.865257 0.969000 -0.220093 -2.4 -0.8 -0.2 0.4214
C -0.901681 0.625867 -0.024504 2.7 5.0 -1.0 0.0894
H 0.914309 -0.635073 -2.843621 0.3 -0.6 1.9 0.2830
H 1.549373 -0.462133 0.933225 -1.4 -0.3 -0.2 0.1604
C 0.734939 -0.620427 -1.703951 0.4 -0.4 -1.8 -0.2581
H 0.010295 -1.199811 2.677833 -0.2 -0.3 -1.5 0.2535
H 0.245534 1.586678 -1.792682 0.2 -0.4 0.5 0.3569
C -0.189255 -1.493381 1.595070 -1.7 -0.2 1.4 -0.1172
C 1.203354 -1.551426 -0.789583 -3.7 3.8 -1.5 -0.8650
H -1.156149 0.556192 -2.161831 2.1 -0.4 0.6 0.2664
H -1.028763 2.748080 0.790752 0.6 -0.7 -0.7 0.3983
C 0.680568 -1.108796 0.526539 3.3 2.4 0.2 -0.0558
H 0.668533 2.087160 0.733120 -1.2 -0.5 0.6 0.2896
H -0.746560 1.504056 1.911809 1.1 0.2 -0.8 0.2916
H 1.744914 -2.407638 -0.989665 1.2 -1.4 -0.5 0.4918
```
Positions in Å, forces in eV/Å.

For the largest force on an atom, the calculation gives 0.113 hartree/bohr. As for the energy above the lowest of the compared OMol25 structures with the same formula, charge and spin: 5.062 eV. The value obtained for the lowest unoccupied orbital energy is 0.0396 hartree. The HOMO energy is -8.09 eV. Its charge is 0. The molecular weight comes out at 109.2 g mol⁻¹. The HOMO-LUMO gap comes out at 9.17 eV.